C36H77BF4N9O15S | wB97M-V/def2-TZVPD

Properties
**F_max**: 8.837 eV/Å
**Total charge**: -1
**E_LUMO**: 1.5822 eV
**Molecular weight**: 994.931 u

Each line ends with the Mulliken charge.
Element x y z (Å)
C1 4.34 -5.50 -0.67  -0.708
C2 4.28 -4.69 -2.13  0.641
O1 3.67 -5.30 -3.14  -0.544
O2 4.95 -3.38 -2.17  -0.374
C3 4.28 -2.43 -3.07  -0.159
C4 3.02 -1.63 -2.36  -0.359
C5 1.63 -2.50 -2.53  -0.010
C6 0.32 -1.66 -2.04  -0.137
B1 -0.93 -2.61 -1.48  0.882
C7 -1.03 -4.08 -2.22  0.092
C8 -2.55 -4.66 -2.41  0.138
O3 -3.23 -5.35 -1.49  -0.547
O4 -3.19 -4.44 -3.75  -0.515
C9 -2.30 -1.67 -1.68  0.124
F1 -2.71 -1.56 -3.12  -0.303
F2 -1.88 -0.28 -1.28  -0.229
F3 -3.41 -2.07 -0.77  -0.002
S1 -0.74 -2.90 0.40  1.205
O5 -1.77 -3.96 0.94  -0.599
O6 -0.99 -1.62 1.24  -0.643
F4 0.85 -3.45 0.83  -0.353
H1 4.34 -6.67 -0.87  0.262
H2 5.33 -5.24 -0.08  0.305
H3 3.39 -5.27 -0.02  0.103
H4 5.09 -1.60 -3.34  0.319
H5 3.96 -2.90 -4.11  0.083
H6 3.18 -1.51 -1.18  0.208
H7 2.92 -0.58 -2.88  0.244
H8 1.50 -2.69 -3.71  0.164
H9 1.72 -3.59 -2.06  -0.268
H10 -0.11 -1.10 -2.99  0.303
H11 0.67 -0.90 -1.19  -0.621
H12 -0.45 -4.86 -1.53  -0.386
H13 -0.50 -4.14 -3.27  0.410
H14 -2.55 -4.75 -4.48  0.342
C10 0.51 1.71 -0.02  0.071
O7 1.64 1.24 -0.11  -0.675
N1 0.03 2.44 1.04  0.370
C11 -1.32 2.96 1.07  -1.094
C12 0.91 2.71 2.16  -0.697
H15 -0.24 1.56 -0.82  0.328
H16 -1.29 4.05 1.15  0.319
H17 -1.84 2.54 1.95  0.515
H18 -1.87 2.68 0.17  0.254
H19 1.78 3.26 1.80  0.039
H20 1.23 1.76 2.59  0.282
H21 0.39 3.31 2.92  0.355
C13 3.11 -6.14 -7.77  0.050
O8 2.26 -5.35 -7.39  -0.567
N2 4.37 -6.29 -7.21  0.188
C14 5.32 -7.25 -7.72  -0.937
C15 4.74 -5.46 -6.09  -0.843
H22 2.93 -6.81 -8.62  0.264
H23 5.58 -7.96 -6.93  0.313
H24 6.22 -6.72 -8.05  0.322
H25 4.91 -7.81 -8.57  0.309
H26 4.04 -5.64 -5.27  0.279
H27 4.68 -4.41 -6.38  0.277
H28 5.76 -5.70 -5.76  0.388
C16 -7.72 -1.61 2.65  0.249
O9 -8.58 -1.21 1.88  -0.651
N3 -6.44 -1.97 2.29  0.187
C17 -5.47 -2.43 3.27  -0.896
C18 -6.04 -1.89 0.90  -0.887
H29 -7.91 -1.71 3.73  0.122
H30 -4.60 -1.76 3.25  0.319
H31 -5.15 -3.44 3.00  0.339
H32 -5.89 -2.44 4.27  0.320
H33 -6.16 -0.86 0.56  0.310
H34 -6.70 -2.53 0.31  0.318
H35 -5.01 -2.20 0.77  0.298
C19 -0.28 -6.68 0.02  0.331
O10 0.59 -5.98 -0.48  -0.695
N4 -0.12 -7.48 1.13  0.233
C20 -1.20 -8.28 1.66  -0.970
C21 1.18 -7.54 1.77  -0.917
H36 -1.30 -6.71 -0.39  -0.025
H37 -1.38 -7.97 2.70  0.341
H38 -0.91 -9.33 1.64  0.355
H39 -2.12 -8.14 1.08  0.313
H40 1.45 -6.53 2.10  0.252
H41 1.92 -7.89 1.05  0.264
H42 1.15 -8.22 2.63  0.392
C22 4.54 3.60 0.75  -0.140
O11 3.68 4.39 1.14  -0.721
N5 5.79 3.45 1.31  0.203
C23 6.74 2.48 0.80  -0.988
C24 6.16 4.27 2.44  -0.868
H43 4.35 2.92 -0.10  0.609
H44 7.00 1.78 1.60  0.396
H45 7.64 3.02 0.48  0.365
H46 6.33 1.93 -0.05  0.298
H47 5.46 4.10 3.26  0.282
H48 6.11 5.33 2.14  0.151
H49 7.18 4.04 2.76  0.390
C25 -12.78 -0.70 5.87  0.096
O12 -12.40 -1.57 6.64  -0.586
N6 -12.16 -0.37 4.68  0.148
C26 -12.67 0.68 3.81  -0.890
C27 -10.97 -1.08 4.28  -1.018
H50 -13.67 -0.09 6.07  0.266
H51 -12.90 0.24 2.84  0.315
H52 -11.90 1.45 3.70  0.302
H53 -13.57 1.13 4.23  0.315
H54 -11.20 -2.15 4.20  0.286
H55 -10.20 -0.95 5.05  0.288
H56 -10.59 -0.71 3.33  0.467
C28 5.08 5.27 -2.25  0.423
O13 5.73 4.79 -3.18  -0.670
N7 4.21 6.34 -2.35  0.184
C29 3.48 6.84 -1.21  -0.605
C30 4.03 6.98 -3.64  -1.037
H57 5.14 4.85 -1.23  0.042
H58 2.41 6.77 -1.42  0.334
H59 3.75 7.89 -1.05  0.308
H60 3.71 6.27 -0.31  0.033
H61 3.66 6.24 -4.36  0.350
H62 5.00 7.35 -3.99  0.292
H63 3.32 7.80 -3.56  0.371
C31 -4.72 3.69 2.58  0.052
O14 -3.79 3.07 2.08  -0.557
N8 -5.41 3.30 3.71  0.166
C32 -6.51 4.08 4.25  -0.928
C33 -5.03 2.07 4.37  -0.962
H64 -5.09 4.63 2.15  0.271
H65 -6.26 4.37 5.27  0.329
H66 -7.41 3.46 4.25  0.328
H67 -6.68 4.97 3.65  0.292
H68 -3.99 2.14 4.69  0.286
H69 -5.13 1.24 3.67  0.308
H70 -5.67 1.89 5.25  0.370
C34 6.48 9.72 -0.97  0.062
O15 5.43 9.25 -1.40  -0.541
N9 6.81 9.84 0.36  0.142
C35 8.06 10.41 0.79  -0.924
C36 5.86 9.39 1.36  -0.798
H71 7.26 10.10 -1.65  0.260
H72 8.61 9.67 1.38  0.332
H73 7.86 11.29 1.42  0.333
H74 8.68 10.72 -0.06  0.290
H75 5.67 8.32 1.21  0.163
H76 4.93 9.94 1.24  0.287
H77 6.26 9.55 2.37  0.366